A molecular structure, C20H39N2O2P3ReS at a distorted geometry, computed with ωB97M-V with the def2-TZVPD basis set.

```
68
Properties=species:S:1:pos:R:3:forces:R:3:mulliken_spin:R:1
P -2.54458 -2.05619 2.37029 -0.744 -3.000 3.123 0.671
C -2.33382 -1.38312 4.06000 0.549 1.547 -1.005 0.070
H -2.58170 -2.13537 4.80884 -0.120 -0.211 -0.184 0.034
H -2.97367 -0.50518 4.16209 -0.084 -0.102 0.309 -0.002
H -1.29108 -1.06963 4.16902 -0.086 -0.111 0.233 -0.002
C -4.25921 -2.68592 2.39244 -0.042 1.160 -1.588 0.072
H -4.41535 -3.27290 1.48558 -0.168 -0.100 0.130 -0.003
H -4.92867 -1.82576 2.36498 -0.277 -0.192 0.128 -0.003
H -4.43087 -3.29002 3.28052 0.284 -0.019 0.239 0.034
C -1.60685 -3.62949 2.56162 1.013 0.455 -1.409 0.075
H -1.99214 -4.18212 3.43204 -0.145 0.360 -0.169 0.035
H -0.53574 -3.41114 2.69692 -0.338 -0.179 0.074 -0.005
H -1.71865 -4.23485 1.65085 -0.010 -0.012 0.368 -0.006
P 4.13529 -0.84729 -0.89870 0.670 -0.172 -0.308 0.415
C 4.73552 0.16743 0.50349 -0.590 0.027 0.201 0.026
H 5.82343 0.17043 0.65179 -0.251 -0.112 -0.172 0.021
H 4.23188 -0.21143 1.40595 0.363 -0.041 -0.144 -0.002
H 4.37257 1.19843 0.38293 0.266 -0.216 -0.176 -0.002
C 4.74858 -2.56655 -0.73034 -0.611 -0.206 0.097 0.020
H 4.26843 -3.14878 -1.53972 0.449 0.221 0.214 -0.002
H 4.36332 -3.00053 0.20803 0.297 0.229 -0.235 -0.002
H 5.84522 -2.67949 -0.77431 -0.437 0.202 -0.031 0.019
C 4.84052 -0.20540 -2.46421 -0.627 0.139 -0.161 0.018
H 5.92888 -0.33670 -2.57196 -0.389 -0.013 0.176 0.018
H 4.57178 0.85841 -2.57558 0.256 -0.326 0.126 -0.002
H 4.31113 -0.73260 -3.27886 0.442 0.106 0.230 -0.001
P -2.43852 3.23609 -0.78155 -0.203 0.748 -0.194 -0.003
C -2.06179 4.82776 -0.09221 0.161 0.162 0.358 0.003
H -2.51730 5.57781 -0.75568 0.090 -0.084 0.149 0.000
H -0.97912 4.99999 -0.03563 -0.302 0.023 -0.073 0.000
H -2.50920 4.90025 0.90792 0.061 0.151 -0.226 -0.001
C -1.60266 2.97828 -2.32845 0.132 -0.178 -0.304 0.012
H -1.74797 3.86549 -2.96509 -0.008 -0.243 0.113 0.000
H -2.05089 2.10058 -2.81180 0.124 0.277 -0.030 -0.006
H -0.52916 2.80449 -2.17437 -0.271 0.149 -0.033 0.002
C -4.20274 3.02038 -0.94103 -0.108 -0.193 0.090 0.001
H -4.57300 3.82305 -1.59360 -0.022 -0.170 0.047 0.000
H -4.67983 3.09154 0.04555 0.091 0.081 -0.249 -0.001
H -4.43168 2.04080 -1.38316 0.009 0.279 0.023 0.000
Re 0.55457 -1.08203 -1.44154 4.556 7.133 8.561 1.020
C 1.08549 -1.28890 0.53325 1.079 0.417 1.325 0.043
O 1.42222 -1.30522 1.64617 -0.948 -0.112 -2.132 0.046
C 1.37712 0.81247 -1.39127 1.161 1.101 0.684 0.029
O 1.85245 1.87179 -1.24249 -1.379 -2.274 -0.418 0.040
C 0.39790 -1.12838 -3.48634 0.436 0.230 -2.565 0.014
C -0.86060 -0.84271 -2.88486 -1.653 0.324 -1.643 0.019
C -1.35835 -1.68348 -1.85787 -2.039 -1.196 -0.825 0.035
C -0.58459 -2.79680 -1.44021 -1.658 -1.850 0.150 0.027
C 0.67820 -3.06419 -2.02360 0.760 -1.932 -0.314 0.028
C 1.17635 -2.22587 -3.04531 0.864 -1.228 -2.027 0.065
H 0.85537 -0.41633 -4.17345 -0.387 -0.289 -0.042 0.001
H -1.41560 0.05505 -3.13673 0.203 -0.262 -0.269 0.044
H -2.31270 -1.45745 -1.38076 0.327 -0.083 -0.041 0.047
H -0.91627 -3.37913 -0.59011 0.005 -0.136 -0.220 0.021
H 1.33337 -3.82776 -1.60589 -0.378 0.031 -0.146 0.000
H 2.21142 -2.35018 -3.38166 -0.590 -0.021 -0.126 -0.002
S -1.85582 1.68933 0.51033 0.266 -0.550 0.755 0.025
C -0.85451 2.38452 1.79707 1.214 0.707 0.969 -0.009
N -1.08390 2.15356 3.09428 -1.040 -0.471 -1.492 0.002
C -0.08513 2.78210 3.94427 0.169 -0.027 1.169 0.000
C 0.88445 3.38467 2.94588 0.987 0.712 0.323 0.000
N 0.27627 3.08825 1.65791 -1.232 -0.755 -1.150 0.002
H -1.94795 1.74003 3.44038 0.330 0.295 -0.145 0.000
H 0.41144 2.04659 4.58588 -0.271 0.097 -0.066 0.000
H -0.55560 3.54244 4.57625 0.044 -0.189 -0.088 0.000
H 1.87688 2.92695 3.01440 -0.166 0.136 -0.124 0.000
H 0.98235 4.46467 3.09121 0.096 -0.179 -0.154 0.000
H 0.75943 3.20579 0.76828 -0.181 -0.066 0.307 0.000
```
Positions in Å, forces in eV/Å.

- HOMO level (alpha / beta): -17.27 / -17.95 eV
- Frontier orbital gap (alpha / beta): 5.6 / 3.2 eV
- 2S+1: 4
- Charge: +4



3 unconnected molecules or ions with the total composition C20H40BrN7O11P3 at a distorted geometry, computed with ωB97M-V with the def2-TZVPD basis set.

```
82
Properties=species:S:1:pos:R:3:forces:R:3:lowdin_charge:R:1
C -3.71133 -2.99310 1.76231 -0.503 0.104 0.094 0.022
N -3.98723 -3.73048 0.51222 0.238 0.333 0.383 -0.010
C -2.96672 -3.78742 -0.48849 0.235 -0.462 -0.625 -0.238
C -2.60834 -2.67493 -1.23056 -0.326 -0.033 0.478 -0.006
C -1.60226 -2.81407 -2.16968 0.472 0.818 -0.681 -0.116
N -0.95127 -3.93674 -2.46820 -0.765 -0.062 0.635 0.099
C -1.35029 -4.99296 -1.75940 0.485 -0.579 -0.231 -0.123
C -2.31441 -4.97952 -0.76802 -0.300 0.086 0.265 -0.006
C -5.17295 -4.30274 0.39947 -0.289 -0.226 -0.288 -0.258
N -6.14085 -4.28775 1.34080 0.276 -0.051 0.074 0.157
C -7.17217 -4.97867 0.86846 0.561 0.643 0.640 -0.432
P -8.74941 -5.26748 1.84985 -1.110 -0.567 -0.204 0.535
O -8.16833 -6.36423 2.90772 0.419 0.283 -0.723 -0.350
Br -8.87366 -3.40572 3.02600 0.387 0.035 -0.131 0.321
N -6.92496 -5.42512 -0.35819 -0.544 -0.224 0.530 -0.103
N -7.75412 -6.15865 -1.16221 0.120 0.078 -0.318 0.154
N -5.63747 -4.99989 -0.67163 0.302 0.248 -0.661 -0.029
O -5.11848 -5.34106 -1.84726 -0.147 -0.698 0.702 -0.045
N -5.62060 -4.33808 -3.01593 0.318 0.948 -0.741 0.154
O -5.35728 -3.26985 -2.77981 -0.375 -0.390 0.145 0.191
H -4.56164 -2.34450 1.96699 0.108 0.082 0.086 0.095
H -2.81401 -2.39680 1.64037 0.042 -0.092 -0.124 0.103
H -3.60527 -3.67820 2.60232 0.119 -0.045 -0.065 0.102
H -3.09223 -1.71721 -1.08722 0.083 0.037 0.012 0.128
H -1.31058 -1.92862 -2.72741 0.043 -0.028 0.015 0.114
H -0.86565 -5.93611 -1.99041 0.061 0.056 -0.003 0.116
H -2.56429 -5.88961 -0.23785 0.044 -0.001 0.009 0.123
H -7.20909 -6.44088 2.81887 0.051 -0.117 0.596 0.054
H -8.20822 -5.57584 -1.85742 0.037 0.004 -0.019 0.117
H -7.26349 -6.92874 -1.60247 0.026 -0.065 0.139 0.121
O -0.74432 1.04102 -2.30519 -1.999 0.574 1.273 -0.242
P -0.44110 2.44955 -2.61113 4.445 -0.245 -2.485 0.438
O -0.63676 2.74408 -4.16984 -0.759 0.101 0.393 -0.173
C -1.92385 2.58435 -4.77863 -0.255 0.018 -0.197 -0.272
C -2.85724 3.73304 -4.44928 0.060 0.021 0.185 -0.079
O 1.17541 2.53846 -2.56973 -0.347 0.226 0.343 -0.212
C 1.97392 1.54774 -1.91621 0.377 -0.161 0.013 -0.286
C 2.64055 0.65222 -2.93628 -0.071 0.000 -0.177 -0.065
O -0.71500 3.88801 -2.02030 -1.372 -0.635 0.708 -0.182
C 0.06494 4.46715 -0.94798 -0.035 0.251 0.342 -0.243
C 0.99375 5.50976 -1.51809 0.065 0.015 -0.311 -0.062
H -2.35905 1.62683 -4.47849 0.071 -0.009 0.034 0.107
H -1.74605 2.54395 -5.85205 0.130 -0.009 0.025 0.119
H -3.11650 3.73786 -3.38841 -0.030 -0.010 -0.017 0.069
H -3.77945 3.65339 -5.02548 0.016 -0.022 -0.022 0.078
H -2.38102 4.68748 -4.67094 -0.008 -0.008 -0.074 0.085
H 1.37980 0.96907 -1.20840 -0.128 -0.015 -0.109 0.100
H 2.73713 2.07972 -1.34224 -0.050 0.096 -0.036 0.115
H 1.89722 0.18107 -3.58069 -0.049 -0.055 0.092 0.077
H 3.22772 -0.12469 -2.44532 0.012 0.027 0.022 0.078
H 3.30076 1.23684 -3.57714 0.041 0.002 0.045 0.081
H 0.60236 3.70150 -0.38951 0.030 -0.113 -0.154 0.112
H -0.64296 4.93312 -0.26254 -0.119 -0.096 -0.067 0.119
H 1.67670 5.07203 -2.24390 0.041 -0.105 0.087 0.078
H 1.57558 5.97771 -0.72373 -0.043 -0.006 0.037 0.084
H 0.42417 6.28002 -2.03885 -0.041 0.038 0.105 0.083
O 5.37764 1.82736 0.86078 0.460 2.193 -0.573 -0.225
P 5.56990 2.15197 2.28098 -1.300 -3.954 2.193 0.446
O 6.84737 1.40579 2.87317 0.177 0.649 -0.246 -0.175
C 8.15052 1.67421 2.33060 0.360 0.022 -0.097 -0.264
C 8.70414 3.00117 2.80995 -0.194 0.097 0.024 -0.079
O 4.40370 1.31080 3.04917 0.116 0.472 0.022 -0.216
C 3.27715 0.80269 2.34331 -0.218 -0.309 -0.039 -0.298
C 3.41192 -0.69256 2.14813 0.108 -0.084 0.046 -0.070
O 5.52191 3.41054 3.23803 0.347 0.859 -1.266 -0.182
C 4.30017 3.95885 3.77569 -0.142 0.370 0.075 -0.247
C 4.18133 3.57541 5.23014 0.152 -0.227 0.129 -0.065
H 8.11115 1.63597 1.23937 -0.090 -0.021 0.013 0.114
H 8.78921 0.85922 2.66657 -0.120 -0.068 0.053 0.119
H 8.12537 3.83642 2.41051 0.041 0.001 -0.029 0.071
H 9.73918 3.11988 2.48961 -0.001 -0.035 -0.016 0.080
H 8.65840 3.06483 3.89693 0.061 -0.048 0.010 0.083
H 3.14779 1.31217 1.38809 0.147 -0.013 -0.033 0.092
H 2.39213 1.01756 2.95021 0.082 0.057 0.083 0.116
H 4.33723 -0.92889 1.62289 -0.036 0.067 -0.102 0.081
H 2.56988 -1.08880 1.57709 -0.003 0.018 0.001 0.072
H 3.44885 -1.19746 3.11437 -0.043 0.007 0.004 0.077
H 3.43338 3.64209 3.19651 0.064 -0.161 -0.041 0.112
H 4.37503 5.04229 3.68197 0.104 -0.023 -0.112 0.120
H 4.15584 2.49362 5.34958 -0.091 -0.019 -0.096 0.076
H 3.27612 4.00039 5.66490 0.008 0.052 -0.031 0.082
H 5.04458 3.93820 5.78856 -0.038 0.108 -0.015 0.083
```
Positions in Å, forces in eV/Å.

- HOMO level: -11.73 eV
- Frontier orbital gap: 6.8 eV
- 2S+1: 1
- Charge: +1



3 unconnected molecules or ions with the total composition C20H40BrN7O4S at a distorted geometry, computed with ωB97M-V with the def2-TZVPD basis set.

```
73
Properties=species:S:1:pos:R:3:forces:R:3:lowdin_charge:R:1
C -1.91348 0.14827 2.78551 0.406 0.005 -0.405 -0.113
C -1.44245 -0.87271 1.73441 -0.524 0.420 0.566 -0.257
C -2.20922 -0.70101 0.42139 0.152 -0.390 -0.221 -0.187
C -1.44910 -1.14302 -0.84510 -0.046 -0.045 0.272 -0.214
N 0.00830 -0.97083 -0.74812 0.117 0.024 -0.352 0.019
C 0.63290 -0.96086 -2.08881 -0.411 -0.083 0.167 -0.280
C 0.73573 0.49725 -2.54761 -0.339 0.190 1.105 -0.299
O 1.01438 0.57412 -3.96981 0.607 -0.186 -0.075 0.070
C 2.28150 0.53555 -4.27919 -0.413 0.492 -0.141 -0.348
N 3.36460 0.63930 -4.65706 -0.010 -0.282 0.037 0.171
O 1.61143 1.24353 -1.80079 0.035 -0.183 -0.401 -0.082
C 1.13197 2.54529 -1.44082 0.055 0.276 0.357 -0.151
C 0.22321 2.49259 -0.21088 0.102 0.226 -0.142 -0.154
C 0.94226 2.75151 1.12136 -0.629 -0.036 0.340 -0.281
N 0.59227 4.09418 1.62076 0.123 -0.091 -0.094 -0.004
N 1.82591 -1.72406 -2.20279 0.057 0.356 -0.277 -0.106
C 1.71728 -3.16316 -2.41257 0.505 -0.048 -0.663 -0.159
C 2.65383 -4.06401 -1.60811 -0.445 -0.439 0.278 -0.246
C 2.00988 -4.61628 -0.31525 0.256 0.219 -0.480 -0.587
Br 2.93935 -4.04966 1.29918 -0.162 -0.032 -0.031 0.613
N 3.04481 -1.17783 -1.73617 -0.092 -0.558 0.803 0.094
C 3.19938 -0.80428 -0.58639 -0.489 0.261 0.173 -0.738
S 3.33870 -0.25699 0.87793 0.302 -0.096 -0.605 0.745
H -2.96951 0.02190 3.02261 0.004 0.005 0.126 0.071
H -1.29939 0.07622 3.68356 -0.212 -0.085 0.139 0.070
H -1.76635 1.15964 2.39432 -0.104 0.010 0.014 0.056
H -0.36879 -0.73814 1.61208 0.006 -0.095 -0.185 0.087
H -1.63846 -1.86592 2.14526 0.272 -0.125 -0.140 0.108
H -3.11571 -1.31037 0.47575 -0.093 0.137 -0.024 0.111
H -2.54937 0.32962 0.29428 0.206 0.099 0.126 0.101
H -1.82060 -0.53665 -1.67612 0.070 -0.042 -0.072 0.110
H -1.65913 -2.19111 -1.08562 -0.182 0.036 0.046 0.089
H 0.37237 -1.79767 -0.28590 0.128 0.170 0.189 0.106
H -0.08589 -1.41357 -2.79000 0.232 -0.077 -0.151 0.147
H -0.27115 0.91307 -2.44763 -0.028 -0.028 -0.312 0.158
H 2.02294 3.12627 -1.20312 0.023 -0.017 -0.105 0.132
H 0.65006 3.03236 -2.29281 -0.045 -0.202 -0.102 0.128
H -0.28664 1.52829 -0.18388 0.062 -0.066 -0.047 0.087
H -0.54701 3.26199 -0.31797 -0.002 -0.014 -0.014 0.110
H 0.61245 1.98972 1.83974 0.269 -0.139 -0.041 0.093
H 2.02387 2.67695 1.02162 0.012 -0.022 -0.053 0.093
H -0.40309 4.08341 1.82104 0.000 0.116 0.000 0.053
H 1.05075 4.26807 2.51127 0.059 0.001 0.022 0.032
H 1.88635 -3.37901 -3.47741 0.085 0.074 0.038 0.119
H 0.68092 -3.45587 -2.22186 -0.002 0.084 0.119 0.102
H 3.61567 -3.59826 -1.40871 -0.045 0.152 -0.032 0.086
H 2.86282 -4.92749 -2.24307 0.072 0.032 -0.017 0.106
H 0.97382 -4.29374 -0.24881 0.001 0.004 0.263 0.045
H 2.03154 -5.70077 -0.31712 0.005 -0.006 0.167 0.050
C 1.05857 5.50654 7.07228 0.040 -0.029 -0.001 -0.011
C 0.76661 5.40876 5.59426 0.011 -0.007 -0.087 -0.546
O 1.50213 4.80570 4.82960 -0.009 -0.037 -0.037 0.030
N -0.35578 6.02371 5.13527 0.022 -0.022 0.120 0.008
C -1.33899 6.77820 5.88815 0.022 -0.059 -0.290 -0.077
H 1.97968 4.97022 7.27684 0.005 -0.016 -0.066 0.083
H 1.18190 6.54744 7.37321 -0.058 -0.009 0.055 0.085
H 0.25271 5.05908 7.65516 -0.008 0.069 0.041 0.084
H -0.49037 5.92668 4.14098 0.002 0.033 -0.006 0.133
H -2.32360 6.31846 5.78791 -0.026 0.037 0.084 0.083
H -1.39486 7.80161 5.51370 -0.031 0.030 0.085 0.084
H -1.07665 6.80826 6.93996 0.018 -0.010 0.009 0.070
C -2.69887 -3.17535 -3.67874 0.019 -0.004 -0.008 -0.005
C -2.06977 -4.41722 -3.09280 0.018 -0.049 0.068 -0.552
O -1.84784 -4.52557 -1.89443 0.077 0.067 -0.026 0.015
N -1.73867 -5.41574 -3.94920 -0.035 0.114 -0.028 0.012
C -1.91525 -5.46083 -5.38905 0.104 -0.197 0.175 -0.071
H -2.90066 -2.47808 -2.87351 -0.006 -0.031 0.032 0.062
H -2.01267 -2.70804 -4.38754 -0.084 0.026 -0.070 0.088
H -3.63608 -3.40482 -4.18646 0.048 -0.005 -0.076 0.089
H -1.32047 -6.21288 -3.49534 -0.009 -0.013 -0.008 0.140
H -2.55372 -6.30206 -5.66233 -0.026 0.045 -0.076 0.084
H -0.94969 -5.58362 -5.88159 -0.032 0.043 -0.073 0.085
H -2.37362 -4.54631 -5.74887 -0.004 0.018 0.015 0.072
```
Positions in Å, forces in eV/Å.

- HOMO level: -8.20 eV
- Frontier orbital gap: 8.6 eV
- 2S+1: 1
- SMILES: CCCCN[C@@H]([C@H](OC#N)OCCCN)N(CCCBr)N=C=S.CNC(C)=O.CNC(C)=O
- Charge: 0